{
  "formula": "C38H95BaN6O13Zn",
  "method": "ωB97M-V/def2-TZVPD",
  "charge": 3,
  "homo_lumo_gap_ha": 0.1042,
  "e_tot_ha": -4615.03543,
  "relative_energy_ev": 1.802,
  "lumo_energy_ev": -10.073,
  "symbols": ["Ba", "Zn", "O", "O", "O", "O", "O", "O", "O", "O", "O", "O", "O", "O", "O", "N", "N", "N", "N", "N", "N", "C", "C", "C", "C", "C", "C", "C", "C", "C", "C", "C", "C", "C", "C", "C", "C", "C", "C", "C", "C", "C", "C", "C", "C", "C", "C", "C", "C", "C", "C", "C", "C", "C", "C", "C", "C", "C", "C", "H", "H", "H", "H", "H", "H", "H", "H", "H", "H", "H", "H", "H", "H", "H", "H", "H", "H", "H", "H", "H", "H", "H", "H", "H", "H", "H", "H", "H", "H", "H", "H", "H", "H", "H", "H", "H", "H", "H", "H", "H", "H", "H", "H", "H", "H", "H", "H", "H", "H", "H", "H", "H", "H", "H", "H", "H", "H", "H", "H", "H", "H", "H", "H", "H", "H", "H", "H", "H", "H", "H", "H", "H", "H", "H", "H", "H", "H", "H", "H", "H", "H", "H", "H", "H", "H", "H", "H", "H", "H", "H", "H", "H", "H", "H"],
  "coordinates": [[8.313702, -21.170498, -12.306120], [7.597767, -25.009858, -12.374935], [13.330715, -23.414860, -12.863808], [13.578170, -18.019305, -5.545101], [8.241833, -24.297517, 0.343165], [6.225147, -19.902726, -13.060168], [8.325352, -23.643204, -10.951011], [9.399612, -20.418605, -14.644476], [4.374812, -26.398730, -8.104858], [-0.096840, -25.102213, -6.908312], [11.902067, -26.691691, -11.414913], [8.425278, -20.066142, -9.638955], [6.500015, -23.219754, -4.305943], [7.389929, -26.544759, -14.051351], [12.481877, -21.852717, -6.379841], [10.987021, -19.748062, -5.630025], [10.827893, -22.300456, -12.881089], [8.704503, -24.326677, -2.492273], [1.544085, -27.175849, -8.950955], [9.403290, -26.055817, -12.397367], [6.149923, -21.409312, -10.481352], [4.959301, -20.404631, -12.483282], [2.138529, -25.811774, -8.983887], [5.584826, -25.880367, -7.621482], [8.511711, -23.712226, -9.559997], [5.020266, -21.586845, -11.483967], [13.055428, -22.720353, -11.756450], [9.719105, -26.176905, -13.908029], [12.701100, -22.851262, -7.293044], [8.538605, -26.799511, -14.780999], [14.613755, -23.049117, -13.521503], [7.335691, -20.089836, -8.746400], [7.790644, -23.848721, 1.580998], [13.271339, -27.030923, -11.797878], [11.506858, -22.584687, -11.640030], [11.467245, -21.213318, -13.623311], [11.311558, -20.832810, -4.617181], [-1.149184, -24.206057, -6.552658], [9.496132, -27.287783, -11.662028], [9.847485, -23.904437, -1.665692], [8.905754, -23.965914, -3.954850], [-0.469368, -26.255950, -7.637562], [14.747006, -17.165840, -5.789614], [6.060713, -18.548444, -13.453238], [11.157078, -18.298559, -5.216028], [12.326630, -17.483941, -6.003422], [0.676298, -27.297400, -7.770300], [6.223929, -27.148456, -14.635284], [3.271150, -25.452639, -8.008556], [9.064294, -24.972093, -9.061676], [11.385377, -22.152016, -5.543616], [10.737947, -20.804154, -14.866154], [9.027714, -19.693631, -15.899863], [5.184568, -23.375539, -4.894476], [6.067712, -20.180586, -9.707601], [9.614690, -19.957108, -8.972631], [11.013435, -27.799971, -11.638562], [7.601823, -24.090084, -4.695850], [9.245771, -23.455465, -0.277250], [14.691025, -22.087428, -14.028721], [7.386689, -22.852851, 1.398827], [1.157845, -27.359937, -9.865846], [7.050800, -24.530013, 2.001196], [6.157806, -26.557639, -15.548873], [10.219051, -25.560527, -12.066725], [10.744235, -26.392181, -14.209484], [5.138335, -22.540628, -11.998226], [11.785511, -19.815427, -6.244820], [6.095743, -22.260006, -9.939613], [15.707914, -17.672039, -5.697282], [11.150502, -21.924296, -10.849463], [10.114982, -17.996151, -5.112710], [7.242789, -25.093779, -4.468268], [12.239680, -16.414667, -5.810583], [10.500306, -22.337272, -6.152251], [5.144797, -23.372095, -5.983746], [9.557433, -19.496731, -7.986288], [15.447557, -23.308919, -12.869297], [10.514365, -21.013434, -3.896094], [7.853097, -23.879753, -2.183297], [2.974310, -25.550790, -6.964361], [11.344888, -20.017420, -15.314223], [6.960059, -18.346788, -14.035141], [8.478155, -26.412777, -15.798293], [7.613280, -24.186866, -5.781493], [4.066957, -21.564482, -10.955958], [11.161375, -28.229164, -12.629525], [9.917994, -25.231486, -9.687761], [3.569458, -24.405366, -8.056832], [13.533708, -22.821818, -7.995889], [10.785026, -21.631189, -15.574603], [7.704982, -23.245065, -8.995161], [5.951607, -17.965331, -12.538816], [8.467514, -25.881667, -8.993608], [11.502713, -18.292747, -4.182295], [8.945666, -28.061845, -12.196739], [6.237712, -26.740264, -7.771177], [11.868212, -22.963897, -7.987102], [9.386307, -24.815266, -8.032201], [1.253170, -27.168941, -6.854433], [12.209502, -17.635410, -7.076473], [-0.742131, -23.425709, -5.909655], [2.558568, -25.707204, -9.984255], [10.024624, -20.931429, -8.706632], [5.616252, -25.585376, -6.572626], [8.772419, -22.491310, -0.462832], [9.197762, -20.252864, -16.819893], [13.659114, -27.736350, -11.062965], [11.610233, -20.435251, -12.873459], [4.607412, -22.598556, -4.393177], [-0.824618, -26.037443, -8.644614], [13.848152, -26.108238, -11.734358], [9.257784, -22.941268, -9.367370], [9.605571, -18.772672, -15.977501], [5.910748, -19.292094, -10.319187], [14.805981, -16.375019, -5.041804], [9.266809, -22.938744, -3.903204], [6.248883, -28.200687, -14.918636], [5.137062, -18.251143, -13.949816], [5.992737, -25.083653, -8.243546], [11.084896, -28.593398, -10.894609], [8.633438, -27.878674, -14.901489], [11.670773, -23.000100, -4.921189], [10.586573, -24.667050, -1.420219], [12.299300, -20.812329, -4.156690], [5.181291, -20.227753, -9.075043], [9.717645, -24.497588, -4.451092], [1.328157, -25.083942, -8.943200], [7.262060, -19.085330, -8.329697], [10.420101, -23.070587, -2.071771], [4.866861, -24.348413, -4.519407], [-1.708085, -23.971477, -7.458592], [14.620541, -23.723024, -14.378177], [8.921520, -27.289770, -10.735789], [5.286209, -27.113265, -14.080725], [8.655002, -23.633175, 2.209113], [10.275368, -19.324789, -9.565739], [12.951546, -23.769057, -6.761035], [13.375205, -27.346550, -12.835991], [7.969967, -19.439346, -15.831927], [12.501826, -21.392342, -13.916040], [0.215698, -28.277202, -7.644098], [13.450715, -21.713680, -11.892320], [11.281198, -23.622553, -11.395042], [9.974821, -22.965952, 0.368477], [14.764822, -16.727896, -6.787597], [10.936065, -23.059415, -13.538650], [7.406814, -20.877588, -7.996402], [4.269989, -19.639508, -12.126144], [9.649332, -25.157478, -14.287510], [-1.184470, -26.752833, -6.981946], [4.336899, -20.711529, -13.323838], [13.466276, -23.267029, -10.907650], [-1.798878, -24.776217, -5.888632]],
  "forces_ev_per_angstrom": [[0.459, -0.098, 1.336], [1.972, -0.424, 1.739], [1.527, -0.875, -3.590], [0.527, 0.591, -0.488], [1.897, -0.958, -1.937], [-2.282, -1.017, 0.938], [-1.435, -0.529, -3.007], [-0.207, 0.991, -2.083], [-0.753, 1.488, -0.654], [1.480, 0.637, -0.380], [-0.324, -0.931, -0.777], [-1.067, -0.557, -1.092], [1.392, 1.038, -0.359], [-1.671, 0.424, 2.302], [0.606, 0.811, -0.647], [1.504, 0.329, 0.543], [-0.047, 0.263, -1.570], [1.374, -0.472, -1.918], [1.157, 0.943, 1.443], [0.118, 0.292, -2.486], [-0.818, -0.457, -2.488], [-0.892, -0.696, -0.950], [0.159, -0.480, -0.913], [0.298, -1.356, -0.475], [-0.300, 1.449, -0.036], [1.388, 1.748, 0.521], [-0.862, 2.308, 1.408], [-1.608, 1.183, -0.863], [0.435, -1.597, -0.650], [2.351, -1.201, 0.950], [-1.071, -1.968, -0.396], [-2.268, 1.261, -2.255], [0.641, 1.545, -0.266], [-0.316, 0.860, 0.690], [1.008, -2.028, 0.325], [0.276, 0.880, 0.983], [-0.975, -1.397, -2.586], [-0.004, -1.955, 0.257], [0.765, -2.527, -0.174], [-1.651, -0.479, 2.366], [-0.553, 1.395, 2.058], [0.247, -0.663, 0.924], [-0.645, 0.036, 0.223], [0.280, 0.893, 0.589], [0.822, -0.837, 1.006], [-1.196, -1.241, 1.059], [-0.479, 0.782, 0.016], [-0.962, 0.549, -1.748], [-0.373, -1.740, 1.270], [0.635, -1.244, 0.744], [0.975, 1.994, 1.546], [1.239, -0.501, 0.367], [-0.682, 0.269, 0.877], [1.637, -0.966, 1.689], [0.240, -1.068, 2.357], [2.145, 0.402, 1.241], [-1.389, 1.040, 0.258], [-2.547, -1.454, -0.246], [-0.942, 1.539, -0.396], [-0.402, 0.595, 0.912], [-0.759, 0.214, 0.348], [-0.543, -0.164, 0.382], [0.308, 0.051, -0.087], [-0.872, -0.367, -0.297], [0.167, 0.951, 0.333], [-0.136, -1.002, 0.469], [0.078, -0.112, 0.062], [0.058, -0.642, -0.512], [0.295, 0.221, 0.672], [-0.495, -0.826, 0.129], [0.305, 0.079, 0.169], [0.304, 1.334, -0.742], [-0.003, -0.513, 0.396], [-0.034, 0.039, 0.221], [-0.340, 0.009, 0.160], [0.170, 0.346, -0.118], [-0.375, 0.391, 0.056], [-0.032, 0.418, 0.011], [0.050, 0.514, 0.082], [-0.007, 0.114, 0.127], [-0.620, 0.069, 0.101], [-0.268, 0.353, -0.071], [-0.306, 0.629, 0.060], [0.209, 0.500, 0.064], [0.738, 0.803, -0.494], [-0.246, -0.252, -0.176], [0.396, -0.084, -0.056], [0.342, 0.024, 0.243], [0.304, 0.145, -0.756], [0.567, 1.377, 0.407], [-0.219, -0.230, -0.201], [-0.771, -0.731, 0.086], [0.746, 0.364, 0.109], [-0.711, 0.262, -0.297], [0.225, 0.095, 0.157], [0.061, -0.132, -0.341], [0.487, 0.119, 0.389], [-0.750, -0.408, 0.116], [0.335, -0.009, 0.025], [0.465, -0.047, -0.127], [0.100, -0.062, -0.313], [0.060, 0.324, -0.757], [0.174, 0.021, -0.242], [0.405, -0.265, -0.391], [-0.335, 0.007, 0.080], [-1.001, 0.254, -0.695], [0.090, -0.503, 0.354], [0.098, -0.203, -0.350], [-0.369, 0.797, -0.215], [-0.132, -0.041, -0.496], [-0.564, 0.225, -0.012], [-0.143, 0.027, 0.226], [0.659, 0.111, -0.090], [0.051, -0.037, 0.256], [0.614, -0.100, -0.209], [-0.377, 0.192, -0.034], [-0.098, 0.501, -0.604], [1.144, -0.116, 0.250], [0.026, -0.895, -0.777], [-0.109, 0.576, -0.181], [0.278, 0.066, 0.102], [0.114, -0.166, 0.175], [-0.361, -0.314, 0.053], [-0.220, -0.579, -0.611], [-0.045, 0.577, 0.169], [-0.184, 0.201, 0.287], [-0.276, -0.629, 0.166], [0.206, 0.476, 0.429], [0.089, -0.210, 0.742], [-0.139, 0.426, -0.067], [-0.662, -0.159, -0.313], [-0.030, 0.824, 0.202], [0.259, -0.295, 0.175], [0.716, 0.643, 0.412], [0.483, 0.800, 0.634], [-0.048, -0.538, 0.652], [0.375, -0.323, -0.012], [-0.600, -0.572, -0.002], [-0.375, -0.447, 0.061], [0.083, -0.120, 0.045], [0.002, -0.538, -0.151], [0.175, -0.126, -0.596], [0.470, 0.222, 0.763], [-0.814, 0.043, 0.421], [0.821, -1.394, 0.778], [-0.414, 0.036, -0.108], [-0.009, -0.794, 0.350], [-0.076, -0.046, -0.021], [0.950, 0.745, 0.657], [0.135, 0.679, 0.428], [-0.778, -0.156, -0.548], [0.227, -0.512, -0.345], [-0.055, 0.597, 0.632], [-0.547, 0.048, 0.035]]
}